P | Density functional theory data (wB97M-V/def2-TZVPD) for a single C3H6N2OS molecule.

Cartesian coordinates (Å):
C -2.117 0.202 -0.479
N -1.405 -1.007 -0.093
N -0.134 -1.023 0.284
C 0.618 -0.057 0.026
C 2.003 -0.149 0.432
O 2.549 -1.119 0.920
S 2.889 1.360 0.059
H -1.930 0.983 0.270
H -3.201 0.063 -0.621
H -1.668 0.568 -1.423
H -1.921 -1.736 0.374
H 0.310 0.869 -0.433
H 4.007 1.046 0.686

Properties
2S+1	1
gap between HOMO and LUMO	9.63	eV
LUMO energy	0.38	eV
SMILES	CN/N=C/C(=O)S

---

Q | Density functional theory data (wB97M-V/def2-TZVPD) for a single C3H6N2OS molecule.

Cartesian coordinates (Å):
C -0.714 -0.304 1.249
C 0.705 0.221 0.829
N 0.825 0.393 -0.530
N 0.083 1.429 -1.248
O -0.286 0.339 -2.294
C 0.151 -0.598 -1.346
S -1.091 -1.399 -0.236
H -0.591 -0.947 2.081
H -1.604 0.255 1.408
H 1.169 1.040 1.464
H 1.322 -0.734 0.926
H -0.852 1.632 -0.689
H 0.882 -1.327 -1.613

Properties
2S+1	1
gap between HOMO and LUMO	9.69	eV
LUMO energy	0.65	eV
SMILES	C1CN2NO[C@@H]2S1

---

Best to worst by energy: P, Q.

---

P | Density functional theory data (wB97M-V/def2-TZVPD) for a single C3H6N2OS molecule.

Cartesian coordinates (Å):
C -1.180 0.424 -0.218
C -1.283 0.564 1.128
C 0.546 -0.997 0.352
N -0.147 -0.354 -0.709
N 0.716 0.003 -1.726
O 1.227 0.913 2.187
S 0.201 -0.116 1.993
H -1.633 0.902 -1.059
H -2.005 0.928 1.821
H 0.265 -2.066 0.537
H 1.581 -0.862 -0.043
H 1.167 0.971 -1.630
H 0.544 -0.310 -2.632

Properties
2S+1	1
gap between HOMO and LUMO	9.51	eV
LUMO energy	0.77	eV

---

Q | Density functional theory data (wB97M-V/def2-TZVPD) for a single C3H6N2OS molecule.

Cartesian coordinates (Å):
H 1.822 1.470 -0.103
N 0.832 1.665 -0.087
C 0.071 0.651 -0.072
N -1.326 0.877 0.040
C -2.247 -0.211 -0.038
S -3.905 -0.096 -0.049
O 0.347 -0.678 -0.236
C 1.718 -1.014 0.041
H -1.632 1.822 0.101
H -1.860 -1.179 -0.093
H 2.371 -0.622 -0.707
H 1.749 -2.069 0.169
H 2.061 -0.616 1.035

Properties
2S+1	1
gap between HOMO and LUMO	8.88	eV
LUMO energy	0.16	eV
SMILES	[H]/N=C(/NC=S)OC

---

Best to worst by energy: Q, P.

---

P | Density functional theory data (wB97M-V/def2-TZVPD) for a single C3H6N2OS molecule.

Cartesian coordinates (Å):
C -0.662 1.908 0.447
N -0.166 0.623 0.014
S 1.477 0.173 0.523
C 1.154 -1.540 0.197
N -0.311 -1.652 0.406
C -1.038 -0.553 0.314
O -2.201 -0.450 0.464
H -0.932 2.353 -0.568
H -1.512 1.833 0.984
H 0.090 2.464 1.026
H 1.491 -2.302 0.813
H 1.310 -1.777 -0.994
H -0.732 -2.586 0.270

Properties
2S+1	1
gap between HOMO and LUMO	8.98	eV
LUMO energy	0.69	eV
SMILES	CN1SCNC1=O

---

Q | Density functional theory data (wB97M-V/def2-TZVPD) for 2 unconnected molecules or ions with the total composition C3H6N2OS.

Cartesian coordinates (Å):
C 1.629 1.314 0.001
C 2.984 0.973 0.070
S 3.152 -0.675 -0.115
N 1.498 -0.890 -0.174
N 0.871 0.236 -0.121
H 1.308 2.323 0.349
H 3.936 1.648 0.239
C -2.350 -0.484 -0.084
O -2.778 -1.864 0.080
H -1.778 -0.477 -1.054
H -1.560 -0.336 0.636
H -3.196 0.308 0.213
H -3.717 -2.076 -0.037

Properties
2S+1	1
gap between HOMO and LUMO	10.09	eV
LUMO energy	0.30	eV
SMILES	c1csnn1.CO

---

Best to worst by energy: P, Q.

---

P | Density functional theory data (wB97M-V/def2-TZVPD) for 2 unconnected molecules or ions with the total composition C3H12NSi.

Cartesian coordinates (Å):
C -1.866 0.289 1.206
C -1.034 -1.907 0.854
C -1.053 -0.417 -0.979
N -1.299 -0.752 0.401
Si 3.264 1.399 -0.760
H -1.214 1.166 1.184
H -2.832 0.590 0.793
H -2.002 -0.030 2.237
H 1.995 0.800 -0.274
H -0.610 -2.663 0.209
H -1.235 -2.169 1.882
H -1.751 -0.948 -1.630
H -0.041 -0.699 -1.273
H 4.306 0.407 -0.530
H -1.173 0.652 -1.141
H 3.478 2.619 0.001
H 3.067 1.662 -2.179

Properties
2S+1	1
gap between HOMO and LUMO	9.85	eV
LUMO energy	-5.04	eV
total charge	+1

---

Q | Density functional theory data (wB97M-V/def2-TZVPD) for a gas-phase ion, C3H12NSi (charge +1).

Cartesian coordinates (Å):
C 1.255 -0.412 1.785
Si 1.390 0.400 0.111
C -0.291 -0.318 -0.716
C -0.680 0.738 -1.722
N -1.408 -0.518 0.172
H 1.936 -0.160 2.564
H 0.337 -0.309 2.385
H 1.346 -1.522 1.477
H 2.663 0.353 -0.619
H 0.967 1.891 0.311
H 0.003 -1.266 -1.130
H -1.540 0.504 -2.270
H -0.764 1.552 -1.029
H 0.164 0.829 -2.448
H -1.686 0.297 0.678
H -2.365 -0.793 -0.318
H -1.327 -1.266 0.767

Properties
2S+1	1
gap between HOMO and LUMO	11.15	eV
LUMO energy	-3.74	eV
SMILES	C[SiH2][C@H](C)[NH3+]
total charge	+1

---

Best to worst by energy: Q, P.

---

P | Density functional theory data (wB97M-V/def2-TZVPD) for 2 unconnected molecules or ions with the total composition C4H10OS.

Cartesian coordinates (Å):
C 0.843 -0.458 -0.228
C 1.901 -0.767 0.818
C 1.016 0.297 -1.285
C -1.491 0.331 1.000
O -0.973 -2.156 0.880
S -0.886 -1.061 -0.083
H 2.691 -1.058 0.238
H 2.013 0.171 1.447
H 1.490 -1.662 1.368
H 1.942 0.752 -1.619
H -1.679 1.913 -2.122
H 0.113 0.569 -1.947
H -1.509 1.163 0.336
H -2.523 0.142 1.311
H -0.897 0.518 1.889
H -2.051 1.304 -2.005

Properties
2S+1	1
gap between HOMO and LUMO	9.93	eV
LUMO energy	0.95	eV

---

Q | Density functional theory data (wB97M-V/def2-TZVPD) for 2 unconnected molecules or ions with the total composition C4H10OS.

Cartesian coordinates (Å):
C 2.911 0.923 0.198
O 2.208 0.247 -0.810
S 0.712 -0.413 -0.503
C 1.233 -2.218 -0.247
H 3.072 0.366 1.059
H 2.128 1.679 0.531
H 3.731 1.345 -0.347
H 0.420 -2.612 0.407
H 1.286 -2.713 -1.309
H 2.136 -2.175 0.196
C -3.867 0.875 0.444
C -2.668 1.016 -0.104
H -4.448 1.614 0.985
H -4.338 -0.183 0.475
H -2.368 1.948 -0.406
H -2.149 0.298 -0.570

Properties
2S+1	1
gap between HOMO and LUMO	9.64	eV
LUMO energy	0.92	eV
SMILES	COSC.C=C

---

Best to worst by energy: P, Q.